1.
Density functional theory data (the ωB97M-V functional and the def2-TZVPD basis) for a structure of composition C23H19N8O4PtSSe.

Structure (XYZ):
```
57
Properties=species:S:1:pos:R:3
Pt -0.0797 -0.0321 -1.0639
N 2.4235 -6.7237 2.3978
C 1.4517 -5.8245 1.9408
C 1.4706 -5.3792 0.6190
C 0.5388 -4.4593 0.1740
C -0.4185 -3.9741 1.0544
C -0.4478 -4.4044 2.3723
C 0.4836 -5.3285 2.8133
S -1.5920 -2.7822 0.4915
O -1.8703 -3.0684 -0.8932
O -2.6925 -2.8157 1.4221
N -0.8878 -1.3149 0.5178
C -0.6100 -0.7297 1.7323
N -0.6965 -1.3859 2.8939
C -0.3601 -0.6890 3.9730
C 0.0655 0.6255 3.9473
C 0.1365 1.2126 2.6859
N -0.2041 0.5477 1.6020
H 2.8292 -7.2944 1.6733
H 2.1345 -7.2785 3.1876
H 2.2229 -5.7571 -0.0643
H 0.5465 -4.1178 -0.8535
H -1.1991 -4.0027 3.0365
H 0.4696 -5.6661 3.8437
H -0.4288 -1.2246 4.9158
H 0.3411 1.1526 4.8494
H 0.4810 2.2339 2.5447
Se 1.2871 1.5222 -2.2201
C 0.5104 1.9523 -3.8365
N 0.0683 2.2950 -4.8494
O 1.3800 -2.3876 -2.1748
C 2.0477 -1.8622 -1.3151
O 1.7223 -0.8400 -0.5821
H 3.0569 -2.2344 -1.0529
C -4.3008 0.5597 -1.6434
C -3.0495 0.0628 -1.3317
N -1.9294 0.7833 -1.5193
C -2.0590 2.0093 -2.0220
C -3.2784 2.5995 -2.3249
C -4.4244 1.8415 -2.1487
C -3.3067 3.9737 -2.8551
C -2.5035 4.9606 -2.4642
C -1.5425 4.8539 -1.3399
C -0.2089 5.2094 -1.4941
C 0.6212 5.0163 -0.4043
N 0.1788 4.5431 0.7582
C -1.1169 4.2517 0.8024
N -2.0026 4.3830 -0.1754
H -5.1628 -0.0728 -1.4869
H -2.9266 -0.9327 -0.9578
H -1.1450 2.5528 -2.1811
H -5.3967 2.2527 -2.3931
H -4.0004 4.1625 -3.6678
H -2.5103 5.8983 -3.0082
H 0.1731 5.5606 -2.4425
H 1.6808 5.2366 -0.4667
H -1.4928 3.8560 1.7401
```

Properties
- ΔE to the lowest compared entry with this formula, charge and spin (kJ/mol) = 0.5
- charge = -1

These are the natural (NBO) partial charges, in e, on atoms 1 to 5: 0.797, -0.803, 0.177, -0.302, -0.086

2.
Density functional theory data (the ωB97M-V functional and the def2-TZVPD basis) for the molecule C4H7NO in a non-equilibrium geometry.

Structure (XYZ):
```
13
Properties=species:S:1:pos:R:3
C 0.4160 0.1997 1.5336
C 0.0415 -1.2499 -0.4258
C 0.3878 0.1180 -0.9949
C -0.8005 1.0231 -1.0899
H 0.8070 -0.4110 2.3993
H 0.8217 1.2078 1.6427
H -0.7026 0.2205 1.5631
H -0.9688 -1.4269 0.0108
H 0.5397 -2.1181 -0.8467
H 1.1282 0.1843 -1.7991
H -1.5061 0.8772 -0.2143
N 0.9059 -0.3549 0.2722
O -1.0698 1.7303 -2.0509
```

Properties
- structure (SMILES) = CN1C[C@H]1C=O
- ΔE to the lowest compared entry with this formula, charge and spin (kJ/mol) = 243.9

These are the natural (NBO) partial charges, in e, on atoms 1 to 5: -0.421, -0.227, -0.192, 0.413, 0.212

Number 1: HOMO -0.1827 Ha, HOMO-LUMO gap 7.130 eV. Number 2: HOMO -0.3445 Ha, HOMO-LUMO gap 10.313 eV.